1.
13
Properties=species:S:1:pos:R:3:forces:R:3:mulliken_charge:R:1 method="wB97M-V/def2-TZVPD" total_charge=0 fmax_ev_per_a=2.72 multiplicity=1 total_energy_ha=-211.5192 e_lumo_ha=0.033 e_above_lowest_kcal_mol=41.3 smiles=COC.N gap_ev=10.44
C -0.4433 0.4724 -1.2538 0.28 2.21 1.00 -0.647
N -1.3272 -1.5856 1.2500 0.25 -0.93 0.10 -0.822
H -1.5675 0.5562 -1.5325 1.91 0.03 1.20 0.239
H -0.0699 -0.4739 -1.6459 0.19 0.00 0.30 0.280
H 0.1357 1.3588 -1.6353 -0.96 -1.11 -0.85 0.350
H -1.0630 -0.6531 0.9705 0.14 0.25 0.10 0.444
H -0.4514 -2.0752 1.4302 0.03 0.26 0.45 0.224
H -1.5921 -2.0549 0.3993 -0.63 -0.07 -0.40 0.221
C 1.3576 0.8644 0.3930 -0.56 0.11 0.34 -0.548
O -0.1031 0.7153 0.2056 0.58 -0.38 -1.37 -0.439
H 1.7952 -0.0821 0.9683 -0.70 1.84 -1.88 0.205
H 1.5508 1.7486 1.0707 -0.54 -0.97 -0.53 0.229
H 1.7782 1.2093 -0.6201 0.00 -1.23 1.53 0.264

2.
105
Properties=species:S:1:pos:R:3:forces:R:3:mulliken_charge:R:1 method="wB97M-V/def2-TZVPD" total_charge=-2 fmax_ev_per_a=5.64 multiplicity=1 total_energy_ha=-5545.5672 e_lumo_ha=0.107 gap_ev=8.20
Sn 0.2868 0.6248 -0.3438 -0.60 1.06 0.78 2.827
B 2.7179 -1.6999 -0.5882 1.03 -0.82 0.47 -0.668
F 2.6515 -0.8639 0.4896 0.01 1.51 1.58 0.067
F 3.9423 -2.3580 -0.6288 0.51 0.28 -0.48 -0.295
F 1.7546 -2.6398 -0.4217 -1.96 -1.77 0.01 -0.179
F 2.3946 -0.9272 -1.6768 -0.21 0.94 -1.75 -0.327
B -1.3137 2.2594 2.5751 1.41 1.21 -1.20 -0.526
F -2.1911 2.9941 3.2749 -1.16 0.29 1.99 -0.307
F -0.0463 2.0284 3.1544 0.19 -1.13 1.61 -0.469
F -1.8986 1.1037 2.0893 -0.13 -1.70 -0.01 0.150
F -0.9181 3.0291 1.5136 0.46 0.61 -2.51 -0.138
B -2.3408 2.6400 -1.5420 -2.24 1.56 1.24 -0.582
F -2.8748 2.2714 -0.3297 -1.11 -0.59 1.59 -0.232
F -3.2433 3.5627 -2.1407 0.24 -0.90 -0.77 -0.368
F -1.1900 3.2839 -1.2895 2.76 0.30 -0.35 0.151
F -2.1335 1.4253 -2.1569 0.80 -1.35 -1.86 -0.175
B 0.0532 6.8461 0.2621 -0.48 -0.75 -0.07 0.367
F -0.1617 6.6521 1.6193 0.23 -0.10 1.00 -0.417
F 0.1780 5.5846 -0.3666 0.18 0.40 -0.15 -0.002
F -1.0524 7.5587 -0.2230 0.05 0.27 -0.54 -0.395
F 1.2470 7.5619 0.0803 0.48 0.41 -0.21 -0.435
C -5.8323 -0.5322 2.1014 0.24 0.47 0.00 -1.538
C -4.4379 -0.4964 1.5293 0.40 1.14 1.60 0.923
O -4.4106 -1.4729 0.5189 0.66 -0.70 -2.80 -0.269
C -3.3907 -1.5591 -0.3323 3.75 2.73 2.71 0.029
O -2.2792 -1.0196 -0.2229 -2.32 -0.54 -0.16 0.152
C -3.4828 -2.6778 -1.2873 0.49 0.24 -1.70 0.688
F -2.8417 -3.7007 -0.7776 0.95 -1.21 0.23 -0.162
F -4.7373 -3.0001 -1.3556 -1.84 -0.95 -1.54 -0.280
F -2.9138 -2.4464 -2.5437 -1.36 -0.15 1.87 -0.214
H -5.9834 0.3863 2.6685 0.15 -0.26 0.54 0.429
H -5.8705 -1.4418 2.7007 -0.80 0.28 0.07 0.241
H -6.6018 -0.4552 1.3332 0.07 -0.51 -0.15 0.379
H -3.7209 -0.7863 2.2974 -0.02 -0.02 -0.11 -0.308
H -4.1213 0.5105 1.2573 0.05 -0.18 -0.86 0.285
C -0.9541 -5.5847 0.7512 0.35 -0.25 0.01 -1.333
C -1.1329 -4.3821 1.7057 0.77 0.10 -0.21 0.087
O -2.5041 -4.0776 1.9629 -2.97 -1.64 2.62 0.029
C -3.1210 -4.7554 3.0806 4.96 -2.17 0.95 0.341
O -2.4442 -5.3748 3.9583 -3.29 2.71 -3.70 -0.577
C -4.6897 -4.7892 3.0386 1.29 1.80 0.88 0.770
F -5.2203 -4.8722 4.2510 0.28 -0.35 0.63 -0.278
F -5.0488 -3.5926 2.5765 -0.57 -0.14 -0.85 -0.162
F -5.1804 -5.7844 2.3422 0.01 -0.32 -0.91 -0.247
H -1.8207 -6.2458 0.7483 -0.02 -0.02 0.35 0.373
H -0.0647 -6.1637 1.0000 -0.11 -0.13 0.59 0.360
H -0.7456 -5.3985 -0.3024 -0.38 0.92 0.03 0.228
H -0.7214 -3.4640 1.2863 -0.14 -0.02 -0.28 -0.230
H -0.6223 -4.4945 2.6621 -0.03 -0.46 -0.03 0.634
C 0.0063 -4.3890 -4.2484 -0.21 0.98 -0.49 -1.056
C 0.7922 -3.0460 -4.2139 0.35 -1.24 -0.28 0.199
O 0.0043 -2.0800 -4.9861 0.51 -0.83 0.26 -0.345
C -0.5616 -1.1131 -4.3258 -0.29 0.17 1.78 0.321
O -0.5717 -0.9952 -3.1108 -0.16 0.44 -2.17 -0.359
C -1.1342 -0.0818 -5.3575 -0.73 0.21 0.71 0.840
F -0.1739 0.8604 -5.4307 -0.57 0.20 -0.16 -0.246
F -1.3935 -0.4821 -6.6240 0.60 -0.41 0.69 -0.293
F -2.2900 0.3958 -4.8978 0.65 0.30 -0.05 -0.195
H 0.3952 -5.2696 -3.7372 0.58 0.40 0.03 0.382
H -0.1946 -4.6402 -5.2899 0.05 -0.16 -0.02 0.318
H -0.9627 -4.1872 -3.7917 -0.08 0.04 0.08 0.162
H 1.7255 -2.9930 -4.7744 0.02 -0.72 0.01 0.388
H 1.0596 -2.7888 -3.1890 -0.62 0.68 -0.09 -0.126
C 3.3343 -3.4968 4.0093 -0.18 -0.08 -0.27 -1.506
C 2.4304 -2.6917 3.1067 -0.72 0.33 -0.63 0.880
O 1.2101 -2.3209 3.8660 -1.29 0.92 0.19 -0.315
C 0.2798 -1.4478 3.3637 2.48 0.01 -3.35 -0.047
O 0.4778 -0.8452 2.2966 -1.29 -1.55 2.81 -0.153
C -0.9856 -1.2476 4.2754 0.16 -0.73 1.70 0.451
F -1.0132 -2.1242 5.3436 0.33 0.03 -1.10 -0.333
F -0.8271 -0.0702 4.8351 -0.39 0.65 -0.27 -0.219
F -2.1998 -1.3689 3.7126 1.26 0.18 -0.25 -0.202
H 4.3458 -3.3771 3.6212 0.09 0.09 0.23 0.424
H 3.1349 -4.5682 3.9873 -0.28 0.06 0.24 0.321
H 3.2494 -3.0947 5.0189 0.24 -0.17 0.03 0.350
H 2.0676 -3.2176 2.2235 0.11 -0.18 0.02 0.121
H 2.9959 -1.8503 2.7064 -0.61 0.51 0.32 -0.308
C 1.9973 3.5351 -6.6177 -0.52 -0.73 0.79 -1.328
C 1.6756 3.1084 -5.1798 -0.73 -0.62 0.14 0.185
O 2.5494 3.7701 -4.2901 1.77 0.74 2.86 -0.300
C 2.6209 3.3949 -2.9593 -2.01 -2.23 -1.10 0.208
O 2.0524 2.4051 -2.5086 1.17 2.03 -0.69 -0.321
C 3.5312 4.3030 -2.0863 -0.58 1.09 1.34 0.783
F 3.4990 5.5630 -2.5582 0.33 -0.84 0.28 -0.253
F 3.1772 4.3407 -0.7613 -0.16 -0.27 -2.00 -0.173
F 4.7834 3.8374 -2.0713 0.20 0.01 -0.65 -0.282
H 3.0051 3.1957 -6.8568 0.13 0.46 -0.01 0.333
H 1.8166 4.5957 -6.7926 0.29 -0.08 0.04 0.332
H 1.3416 2.9526 -7.2649 -0.17 0.11 -0.08 0.402
H 1.7525 2.0286 -5.0519 0.40 -0.01 -0.11 0.089
H 0.6758 3.3269 -4.8046 -0.27 0.25 -0.55 0.296
C 3.0264 5.3436 3.4568 -1.10 0.76 0.00 -1.585
C 2.6844 4.4849 2.2586 -1.18 0.56 0.58 0.771
O 3.7430 3.5668 2.0913 1.53 -3.34 -1.44 -0.317
C 3.5508 2.3513 1.5027 -3.22 1.49 0.35 0.170
O 2.4788 1.9198 1.0311 2.97 1.13 1.15 0.055
C 4.8622 1.5169 1.4540 -2.21 0.85 0.85 0.748
F 4.7032 0.4185 2.2687 0.94 1.12 -0.95 -0.238
F 4.9606 1.2022 0.2003 0.66 -1.54 -1.44 -0.219
F 5.9311 2.2402 1.7541 0.38 -0.49 0.84 -0.275
H 3.1840 4.7748 4.3732 0.40 -0.04 -0.15 0.372
H 2.1391 5.9482 3.6444 -0.37 -0.13 0.01 0.399
H 3.7499 6.1375 3.2715 0.61 -0.53 -0.04 0.392
H 2.5572 5.1037 1.3704 -0.06 -0.20 -0.05 0.092
H 1.7826 3.8994 2.4378 -0.24 0.24 -0.10 -0.187

3.
63
Properties=species:S:1:pos:R:3:forces:R:3:mulliken_charge:R:1 method="wB97M-V/def2-TZVPD" total_charge=0 fmax_ev_per_a=1.01 multiplicity=1 total_energy_ha=-1833.7028 e_lumo_ha=0.024 e_above_lowest_kcal_mol=55.6 smiles="CCC[C@@H](C(=O)NCc1ccco1)N(C(=O)CNS(=O)(=O)c1ccccc1)C1CCCC1" gap_ev=9.49
C -2.2479 -3.6504 -2.5205 -0.17 0.17 -0.01 -1.135
C -3.1642 -2.5574 -1.9828 0.09 -0.09 0.19 -0.593
C -2.7116 -2.0193 -0.6243 -0.05 0.20 -0.18 -1.131
H -3.5319 -1.4530 -0.1796 0.05 -0.04 0.10 0.337
C -1.4926 -1.0998 -0.7563 -0.25 -0.40 -0.04 -0.341
N -0.6986 -1.0753 0.4727 -0.18 0.04 -0.39 1.044
C 0.5535 -1.5703 0.3979 -0.08 -0.02 -0.09 1.201
O 1.0683 -1.8760 -0.6724 0.06 -0.31 0.02 -0.705
C 1.3495 -1.8071 1.6769 -0.20 0.05 0.00 -1.112
N 2.7618 -1.8987 1.4030 0.49 0.75 -0.08 -0.339
S 3.5065 -0.4369 1.0632 0.43 -0.24 0.22 1.220
O 2.8047 0.5645 1.8194 -0.23 -0.06 -0.22 -0.640
O 4.9052 -0.6255 1.2989 -0.03 -0.21 -0.32 -0.731
C 3.2927 -0.1090 -0.6831 0.12 0.02 0.53 0.353
C 3.9003 -0.9401 -1.6023 0.10 -0.04 -0.08 -0.509
C 3.7508 -0.6734 -2.9525 0.03 -0.08 0.10 -0.636
C 3.0149 0.4277 -3.3627 -0.05 0.02 -0.05 -0.762
C 2.4275 1.2654 -2.4285 0.03 -0.01 0.01 -0.149
C 2.5611 0.9911 -1.0761 -0.04 0.12 0.15 -0.570
H 2.1242 1.6224 -0.3184 -0.10 0.14 0.02 0.608
H 1.8794 2.1395 -2.7462 -0.04 0.10 -0.02 0.497
H 2.9053 0.6376 -4.4164 0.00 0.02 -0.08 0.423
H 4.2114 -1.3193 -3.6844 0.05 -0.06 -0.05 0.419
H 4.4884 -1.7745 -1.2540 0.11 -0.14 -0.06 0.426
H 2.9765 -2.5771 0.6856 0.09 -0.12 -0.12 0.387
H 1.0281 -2.7532 2.1240 -0.02 0.15 0.00 0.199
H 1.2321 -1.0039 2.3970 -0.25 -0.17 0.07 0.213
C -1.3312 -0.4392 1.6205 0.07 0.18 0.32 -0.898
H -2.3295 -0.1683 1.2719 0.10 -0.05 0.02 0.789
C -0.6358 0.8582 2.0792 -0.23 0.09 0.07 0.955
C -0.9840 0.9503 3.5625 0.13 0.00 -0.06 -0.920
H -0.3012 1.6018 4.1036 -0.04 0.10 0.06 0.414
C -0.9137 -0.4977 4.0453 -0.14 0.03 0.07 -0.754
H -1.4707 -0.6507 4.9684 0.08 -0.05 0.07 0.482
H 0.1243 -0.7735 4.2319 0.05 -0.02 0.05 0.223
C -1.4972 -1.3134 2.8857 -0.01 -0.01 0.09 -0.956
H -1.0148 -2.2817 2.7777 -0.06 -0.09 -0.02 0.274
H -2.5582 -1.4969 3.0559 0.00 -0.08 -0.02 0.484
H -1.9991 1.3328 3.6821 -0.05 0.06 0.05 0.372
H -1.0027 1.7172 1.5184 0.10 -0.02 -0.06 -0.518
H 0.4449 0.8112 1.9455 0.00 -0.03 -0.05 -0.159
H -0.8242 -1.4803 -1.5346 -0.16 0.14 0.13 0.585
C -1.9155 0.3269 -1.1291 0.41 -0.37 -0.08 0.245
O -3.0515 0.7373 -1.0171 -0.44 0.15 0.07 -0.698
N -0.8991 1.0772 -1.5978 0.28 0.22 -0.24 0.264
H 0.0420 0.7100 -1.5945 -0.08 -0.16 -0.01 -0.182
C -1.0830 2.4788 -1.9327 0.17 0.04 0.18 -1.196
C -0.5834 3.3818 -0.8536 -0.97 0.14 0.25 0.705
C -1.2209 3.9590 0.2051 0.20 -0.23 -0.65 -0.617
C -0.2284 4.6657 0.9285 0.54 -0.02 -0.15 -0.401
C 0.9364 4.4629 0.2583 -0.24 0.43 0.80 -0.626
O 0.7340 3.6882 -0.8205 0.15 -0.29 -0.48 -0.250
H 1.9380 4.7978 0.4396 0.18 0.00 -0.06 0.511
H -0.3683 5.2401 1.8205 0.06 0.15 0.20 0.479
H -2.2652 3.8920 0.4316 -0.25 -0.07 -0.02 0.514
H -2.1581 2.6274 -2.0580 0.20 0.07 -0.05 0.454
H -0.5652 2.6904 -2.8720 -0.12 0.03 0.03 0.380
H -2.4637 -2.8519 0.0367 0.05 -0.02 0.04 0.407
H -4.1719 -2.9637 -1.8777 -0.05 0.09 -0.07 0.402
H -3.2168 -1.7290 -2.6916 -0.11 0.04 -0.05 0.318
H -2.2436 -4.5046 -1.8466 0.04 -0.12 0.05 0.290
H -1.2248 -3.2979 -2.6260 0.16 -0.02 -0.03 0.262
H -2.5932 -3.9861 -3.4954 0.04 -0.09 -0.10 0.392

4.
61
Properties=species:S:1:pos:R:3:forces:R:3:mulliken_charge:R:1 method="wB97M-V/def2-TZVPD" total_charge=0 fmax_ev_per_a=0.72 multiplicity=1 total_energy_ha=-2067.7906 e_lumo_ha=0.021 e_above_lowest_kcal_mol=5.9 smiles="COc1ccc(NC(=S)N(CCCOC(C)C)C2CCN(C(C)=O)CC2)cc1Cl" gap_ev=8.38
C -1.5127 3.4226 6.0083 0.07 0.20 0.14 -0.894
H -1.3455 4.3290 5.4177 0.01 -0.03 0.02 0.349
O -1.8336 2.3249 5.1896 0.05 -0.27 -0.29 -0.471
C -0.9180 1.9074 4.2770 -0.04 -0.08 -0.02 0.966
C 0.3311 2.4812 4.0630 -0.25 0.01 0.22 -0.761
C 1.1842 1.9864 3.0943 -0.05 -0.22 -0.26 -0.662
C 0.8203 0.8959 2.3094 -0.50 0.24 0.41 -0.246
C -0.4143 0.2884 2.5407 0.20 0.10 0.19 -0.523
C -1.2663 0.7967 3.4993 0.07 0.21 0.12 0.130
Cl -2.7973 0.0448 3.7591 -0.12 -0.12 -0.02 -0.228
H -0.6945 -0.6019 2.0010 -0.07 -0.07 -0.08 0.760
N 1.7033 0.4160 1.3493 0.31 0.27 -0.23 0.128
C 1.4451 -0.4883 0.3489 0.13 -0.22 -0.09 0.007
N 0.3412 -0.3428 -0.4136 0.22 0.01 0.42 0.829
C -0.4199 0.8907 -0.4978 -0.12 0.56 0.16 -1.167
H -1.0940 0.7840 -1.3481 -0.02 -0.02 0.08 0.774
H -1.0348 1.0251 0.4018 -0.07 -0.04 -0.24 0.363
C 0.3940 2.1728 -0.7069 0.18 -0.24 -0.33 -0.816
C 1.2669 2.1805 -1.9599 -0.16 0.29 0.09 -0.735
O 2.4285 1.4285 -1.7137 0.05 -0.08 0.13 -0.157
C 3.2735 1.2326 -2.8375 0.40 -0.08 -0.22 0.650
C 3.9613 2.5244 -3.2880 -0.39 -0.23 0.11 -1.541
H 4.6971 2.2937 -4.0531 0.08 0.01 -0.11 0.444
H 4.4652 2.9857 -2.4418 0.08 0.05 0.10 0.311
H 3.2479 3.2329 -3.7026 -0.01 0.12 -0.05 0.395
C 4.3065 0.1877 -2.4315 -0.42 0.15 -0.11 -1.334
H 3.8119 -0.6894 -2.0240 -0.01 -0.06 0.00 0.134
H 4.9032 -0.1049 -3.2904 0.12 0.00 -0.11 0.451
H 4.9588 0.5948 -1.6639 0.12 0.05 0.11 0.340
H 2.6649 0.8459 -3.6750 0.05 0.03 0.13 0.231
H 0.7199 1.7680 -2.8225 0.02 0.03 0.02 0.315
H 1.5274 3.2235 -2.1955 -0.05 -0.12 -0.04 0.505
H 1.0398 2.3649 0.1476 -0.07 0.13 0.00 0.219
H -0.3244 2.9915 -0.7796 -0.02 0.02 0.03 0.515
C -0.0682 -1.4531 -1.2611 -0.29 -0.29 -0.29 -1.218
C 0.1350 -1.1876 -2.7539 0.09 -0.24 0.20 0.508
H 1.1806 -0.9430 -2.9370 0.09 0.07 0.00 -0.248
H -0.4867 -0.3555 -3.0902 -0.01 0.07 -0.05 0.196
C -0.2531 -2.4368 -3.5439 0.14 0.28 -0.32 -1.474
N -1.6207 -2.8123 -3.2458 0.34 -0.13 0.06 0.193
C -2.5806 -2.6299 -4.1868 -0.30 -0.16 0.08 1.173
O -2.3088 -2.2364 -5.3051 -0.08 0.15 -0.34 -0.658
C -4.0026 -2.9709 -3.7896 0.04 0.08 -0.24 -1.364
H -4.0779 -4.0096 -3.4765 -0.05 -0.06 0.11 0.347
H -4.3491 -2.3254 -2.9856 -0.06 -0.01 0.12 0.319
H -4.6355 -2.8185 -4.6596 0.05 0.01 0.01 0.342
C -1.8286 -3.1146 -1.8510 -0.23 0.16 0.30 -1.373
H -2.8496 -3.4460 -1.6741 0.07 -0.05 -0.03 0.613
C -1.5153 -1.8817 -0.9946 0.21 -0.17 -0.03 -0.202
H -1.6479 -2.1258 0.0605 0.00 0.02 0.08 0.330
H -2.2142 -1.0840 -1.2530 -0.09 0.04 0.01 0.225
H -1.1496 -3.9287 -1.5701 -0.10 0.00 0.02 0.241
H -0.1879 -2.2516 -4.6170 0.06 -0.09 0.17 0.516
H 0.4088 -3.2676 -3.2783 0.00 0.01 -0.01 0.347
H 0.5866 -2.2880 -0.9849 -0.19 0.18 -0.08 0.510
S 2.5545 -1.6998 0.1304 0.53 -0.48 0.06 -0.369
H 2.6840 0.4627 1.5933 -0.18 -0.20 -0.06 0.339
H 2.1479 2.4499 2.9472 0.11 0.08 -0.05 0.466
H 0.6488 3.3261 4.6520 0.00 0.09 0.08 0.366
H -2.3771 3.5679 6.6538 0.09 0.03 -0.03 0.242
H -0.6311 3.2197 6.6246 -0.02 0.02 -0.03 0.353